Run A
Computed, not measured: a 4-piece molecular cluster, C6H19NO4 overall, with wB97M-V/def2-TZVPD.

XYZ file:
```
30
Properties=species:S:1:pos:R:3:nbo_charge:R:1
C -0.66461 -0.17504 0.71888 -0.51
C -0.97466 -1.14486 -0.41763 -0.21
C -2.06011 -2.13907 0.02094 -0.63
C -1.34928 -0.38714 -1.74946 -0.63
C 0.73591 0.46853 0.56762 0.70
N 1.65416 0.02435 1.49388 -0.63
C 1.49620 -1.05098 2.43613 -0.43
O 1.17584 1.10613 -0.38251 -0.66
H -0.56692 -0.71026 1.64906 0.22
H -1.32187 0.67624 0.99555 0.23
H -0.02799 -1.77382 -0.58191 0.21
H -3.07194 -1.84916 -0.27306 0.22
H -1.78082 -3.20005 -0.09320 0.22
H -1.86928 -2.29233 1.07928 0.21
H -2.31091 0.11235 -1.65843 0.20
H -0.59660 0.45639 -1.79299 0.22
H -1.20602 -0.99580 -2.68279 0.22
H 2.58853 0.49178 1.45648 0.41
H 2.57180 -1.20007 2.84823 0.22
H 0.77468 -0.67387 3.27517 0.20
H 1.22595 -2.02906 2.05503 0.20
H 2.50608 0.45278 -2.68803 0.48
H 2.28121 -1.01395 -3.09415 0.46
O 2.62563 -0.45880 -2.39285 -0.94
H 0.59258 2.51992 -1.39598 0.51
H -0.93560 2.02520 -1.37920 0.47
O -0.35064 2.77008 -1.53500 -0.98
H -0.46947 3.96665 0.66157 0.50
H -0.31304 2.54667 1.38349 0.46
O -0.35881 3.47717 1.47589 -0.96
```

## Properties
- Frontier orbital gap: 10.25 eV
- SMILES: CNC(=O)CC(C)C.O.O.O
- Molecular weight: 169.22 g/mol

=====

Run B
Computed, not measured: a 5-piece molecular cluster, C6H19NO4 overall, with wB97M-V/def2-TZVPD.

XYZ file:
```
30
Properties=species:S:1:pos:R:3:nbo_charge:R:1
C 0.90828 2.00806 1.98625 -0.62
C -0.29154 1.63535 1.15904 -0.40
N 1.58719 0.89546 -2.07079 -0.83
C 1.18674 1.50273 -0.87781 0.02
C 0.00470 1.44184 -0.32081 -0.12
C -1.12530 1.09508 -1.19175 -0.24
C -2.17118 1.80467 -1.35136 -0.38
H 1.80408 2.54355 1.55493 0.21
H 1.35515 1.16402 2.43936 0.23
H 0.56227 2.74078 2.76073 0.21
H -1.06762 2.38895 1.33082 0.21
H -0.72138 0.62438 1.50336 0.20
H 2.25997 1.38298 -2.65200 0.38
H 0.90444 0.56412 -2.71768 0.37
H 2.05943 1.69636 -0.31135 0.19
H -0.96605 0.15901 -1.82786 0.19
H -3.09669 1.62660 -1.98561 0.22
H -2.14844 2.82478 -0.75200 0.19
H 2.32704 -1.51265 1.22668 0.48
H 0.81959 -1.99430 1.23866 0.49
O 1.43451 -1.37177 1.23620 -0.97
H -0.23046 -3.35945 0.61554 0.49
H -1.23523 -2.67696 1.69544 0.52
O -0.39030 -3.15691 1.49648 -0.97
H -2.07695 -0.52976 0.51804 0.49
H -2.94528 -1.53510 -0.28074 0.48
O -2.54044 -1.38745 0.55620 -0.96
H 1.21908 -1.69413 -0.51851 0.48
H 1.54252 -1.65626 -2.07581 0.47
O 1.17797 -2.32780 -1.24985 -0.99
```

## Properties
- Frontier orbital gap: 8.94 eV
- SMILES: C=C/C(=C\N)CC.O.O.O.O
- Molecular weight: 169.22 g/mol

=====

Q: Which of them is the least stable? A: run B.

=====

Run A
Computed, not measured: an isolated ion of composition C5H6N and charge +1, with wB97M-V/def2-TZVPD.

XYZ file:
```
12
Properties=species:S:1:pos:R:3:lowdin_spin:R:1
C 1.92673 -1.23683 0.10662 0.28
C 0.14864 0.50560 -0.03120 0.37
C -1.63534 -1.17217 -0.11697 0.35
C 0.51260 1.76966 -0.00473 0.66
C -1.22283 0.04244 0.22393 0.10
N 1.14293 -0.43139 0.07767 0.11
H 2.78858 -1.83220 0.02614 0.02
H -0.75070 -1.75924 -0.31801 0.02
H -2.60393 -1.64823 -0.04929 0.02
H 1.49699 2.08998 -0.05862 0.04
H 0.01277 2.71271 -0.16469 0.03
H -1.81645 0.95966 0.30915 0.00
```

## Properties
- <S²>: 2.032
- Frontier orbital gap (spin up / spin down): 6.96 / 8.18 eV
- Molecular weight: 80.11 g/mol
- Total charge: +1
- Multiplicity: 3

=====

Run B
Computed, not measured: a 2-piece molecular cluster, C5H6N overall, with wB97M-V/def2-TZVPD.

XYZ file:
```
12
Properties=species:S:1:pos:R:3:lowdin_spin:R:1
C 2.96012 -0.26114 0.23529 0.10
C -0.15559 1.21289 0.61604 0.68
C -0.93532 0.19180 0.07478 0.31
C 0.24486 0.64001 -0.61472 0.60
C -1.97923 -0.79498 -0.14845 0.05
N 1.90409 -0.60617 -0.09374 0.15
H 3.84098 0.16195 0.60027 0.01
H 0.09958 1.72371 1.52474 0.05
H 0.69204 0.68959 -1.65365 0.03
H -1.53183 -1.77867 -0.05720 0.00
H -2.36338 -0.48120 -1.06769 0.02
H -2.77632 -0.69779 0.58432 0.01
```

## Properties
- <S²>: 2.012
- Frontier orbital gap (spin up / spin down): 6.41 / 7.36 eV
- Molecular weight: 80.11 g/mol
- Total charge: +1
- Multiplicity: 3

=====

Q: Which of them is the least stable? A: run B.

=====

Run A
Computed, not measured: one molecule with the formula C5H7OP, with wB97M-V/def2-TZVPD.

XYZ file:
```
14
Properties=species:S:1:pos:R:3:nbo_charge:R:1
C 0.94248 -1.09559 -0.73852 -0.15
C 1.72807 -1.02634 0.57436 -0.38
C -0.41436 -0.96347 -0.89965 -0.61
C 1.17235 -0.79373 1.66667 -0.12
C -1.24960 1.80070 -0.12604 -0.25
O -2.20821 0.78082 0.08042 -0.80
P -1.70182 -0.73529 0.39723 0.92
H 1.62823 -1.36339 -1.49730 0.20
H 2.76280 -1.09928 0.30966 0.21
H -0.92813 -0.83102 -1.84658 0.23
H 1.33824 -0.93985 2.70519 0.19
H -0.67410 1.64349 -0.99330 0.18
H -0.65479 1.98638 0.78104 0.19
H -1.74115 2.63655 -0.41318 0.18
```

## Properties
- Frontier orbital gap (spin up / spin down): 7.42 / 8.12 eV
- Molecular weight: 114.08 g/mol

=====

Run B
Computed, not measured: one molecule with the formula C5H7OP, with wB97M-V/def2-TZVPD.

XYZ file:
```
14
Properties=species:S:1:pos:R:3:nbo_charge:R:1
C -0.39605 0.80472 -0.65930 -0.32
C 0.77405 0.41164 -1.42130 -0.69
C -0.03074 1.40528 0.57820 -0.18
C -0.56361 0.26133 0.89730 0.07
C -1.44106 -0.63647 1.67336 -0.67
O 2.56235 -1.22651 -2.52749 -1.05
P 1.59908 -1.06312 -1.42441 1.48
H -1.16062 1.38690 -1.18217 0.20
H 0.80172 0.87045 -2.40054 0.26
H 0.83946 1.84634 0.86056 0.20
H -2.38568 -0.83414 1.16857 0.24
H -1.50827 0.13908 2.52142 0.25
H -1.12035 -1.59076 2.16435 0.24
H 2.02972 -1.77473 -0.24854 -0.03
```

## Properties
- Frontier orbital gap (spin up / spin down): 7.85 / 7.85 eV
- Molecular weight: 114.08 g/mol

=====

Q: Which of them is the least stable? A: run B.

=====

Run A
Computed, not measured: one molecule with the formula C5H7OP, with wB97M-V/def2-TZVPD.

XYZ file:
```
14
Properties=species:S:1:pos:R:3:nbo_charge:R:1
C -1.05239 1.16760 -1.68493 -0.21
C -1.47823 1.49601 -0.38673 -0.26
C 0.20518 0.72369 -1.86676 -0.50
C -0.54488 1.38729 0.61713 -0.44
C 0.88603 -1.85150 1.21091 -0.23
O 0.67200 -1.02813 0.08974 -0.81
P 1.06009 0.59706 -0.22088 1.01
H -1.63529 1.39873 -2.55312 0.21
H -2.46658 1.84262 -0.11386 0.22
H 0.65644 0.46019 -2.85999 0.24
H -0.60311 1.50182 1.75945 0.23
H 1.34599 -1.41968 2.09895 0.17
H 1.56377 -2.57125 0.85519 0.18
H -0.03693 -2.32719 1.49800 0.18
```

## Properties
- Frontier orbital gap: 8.54 eV
- SMILES: COP1=CC=CC=1
- Molecular weight: 114.08 g/mol

=====

Run B
Computed, not measured: one molecule with the formula C5H7OP, with wB97M-V/def2-TZVPD.

XYZ file:
```
14
Properties=species:S:1:pos:R:3:nbo_charge:R:1
C -1.18830 1.18345 1.83154 -0.01
C -0.49991 1.67207 2.67982 -0.25
C -1.95582 0.56836 0.77712 -0.81
C 0.12264 -0.43925 -0.82842 -0.17
C 1.35076 -1.24647 -1.15926 -0.64
O -1.10177 -0.93689 -1.34658 -0.73
P -1.13008 -1.06400 0.30022 1.01
H 0.23599 0.63765 -0.94553 0.19
H 0.06918 2.07474 3.46187 0.23
H -2.96990 0.35688 1.13202 0.25
H -2.01491 1.21675 -0.10435 0.26
H 2.23668 -0.77399 -0.73957 0.22
H 1.47164 -1.30795 -2.24029 0.22
H 1.25966 -2.25630 -0.76609 0.22
```

## Properties
- Frontier orbital gap: 10.30 eV
- SMILES: C#CCP1O[C@@H]1C
- Molecular weight: 114.08 g/mol

=====

Q: Which of them is the least stable? A: run B.

=====

Run A
Computed, not measured: a 2-piece molecular cluster, C5H10NO2 overall, with wB97M-V/def2-TZVPD.

XYZ file:
```
18
Properties=species:S:1:pos:R:3:nbo_charge:R:1
N 2.69265 0.93098 1.78922 -0.92
C 1.72373 0.31346 0.94214 0.86
O 0.53861 0.32959 1.33741 -0.82
O 2.17603 -0.13453 -0.14396 -0.83
H 2.47241 0.94139 2.76931 0.36
H 3.62671 0.64961 1.54605 0.36
C -2.17791 -0.55937 -0.59438 -0.20
C -1.17093 -0.16074 -1.35851 -0.19
C -1.37526 0.49732 -2.69626 -0.63
C -2.00539 -1.21520 0.74331 -0.65
H -3.18632 -0.35205 -0.96143 0.16
H -0.15459 -0.31589 -1.00883 0.26
H -0.93492 1.50207 -2.68137 0.21
H -0.88657 -0.08192 -3.48688 0.20
H -2.43470 0.58688 -2.95299 0.19
H -0.96993 -1.53058 0.83228 0.25
H -2.69046 -2.05100 0.90167 0.18
H -2.15180 -0.49658 1.55445 0.22
```

## Properties
- Frontier orbital gap: 8.09 eV
- Molecular weight: 116.14 g/mol
- Total charge: -1

=====

Run B
Computed, not measured: an isolated ion of composition C5H10NO2 and charge -1, with wB97M-V/def2-TZVPD.

XYZ file:
```
18
Properties=species:S:1:pos:R:3:nbo_charge:R:1
C 0.61279 -1.27598 -0.96937 -0.64
C 0.10155 0.16158 -0.70334 -0.01
C 0.70632 0.75708 0.61580 -0.56
C 2.15220 0.52754 0.80777 0.45
O 2.99112 1.32699 1.16519 -0.57
N -1.32456 0.25045 -0.78975 -0.70
C -2.16154 -0.01243 0.46924 0.15
O -2.68878 1.09714 0.93968 -0.93
H 0.60134 -1.85980 -0.04238 0.19
H -0.15399 -1.75060 -1.58275 0.23
H 1.60454 -1.26716 -1.41942 0.19
H 0.53640 0.78747 -1.49522 0.17
H 0.21876 0.17241 1.41158 0.25
H 0.34522 1.77711 0.75243 0.24
H 2.47178 -0.51307 0.61492 0.09
H -1.60754 1.18998 -1.04683 0.37
H -1.49540 -0.59624 1.16212 0.04
H -2.91021 -0.77247 0.11031 0.06
```

## Properties
- Frontier orbital gap: 6.43 eV
- SMILES: C[C@H](CC=O)NC[O-]
- Molecular weight: 116.14 g/mol
- Total charge: -1

=====

Run C
Computed, not measured: an isolated ion of composition C5H10NO2 and charge -1, with wB97M-V/def2-TZVPD.

XYZ file:
```
18
Properties=species:S:1:pos:R:3:nbo_charge:R:1
O -0.91430 2.98819 0.40600 -0.69
C -0.75294 1.78621 0.19453 0.69
N -0.41673 0.95048 1.19341 -0.61
C -0.25755 -0.50546 1.14527 -0.23
C 1.10091 -0.97202 0.64347 -0.48
C 1.07537 -1.49959 -0.83489 -0.01
O 1.40002 -0.52802 -1.73038 -0.96
C -1.09240 1.16101 -1.12265 -0.77
H -0.09197 1.43612 2.01614 0.38
H -1.01154 -0.86910 0.43217 0.20
H -0.73689 -0.87769 2.06013 0.18
H 1.78732 -0.12286 0.61450 0.22
H 1.55004 -1.73410 1.30042 0.17
H 1.78753 -2.35433 -0.87192 0.09
H 0.01677 -1.79893 -1.03640 0.08
H -1.58354 1.88150 -1.77162 0.21
H -1.70507 0.26266 -1.04859 0.21
H -0.15502 0.79595 -1.58960 0.33
```

## Properties
- Frontier orbital gap: 6.61 eV
- SMILES: CC(=O)NCCC[O-]
- Molecular weight: 116.14 g/mol
- Total charge: -1

=====

Run D
Computed, not measured: a 2-piece molecular cluster, C5H10NO2 overall, with wB97M-V/def2-TZVPD.

XYZ file:
```
18
Properties=species:S:1:pos:R:3:nbo_charge:R:1
C -1.78363 2.28189 -1.75005 -0.88
N 1.91740 -1.65756 0.84639 -0.57
C 1.07230 -2.57915 1.57763 -0.44
C 0.78547 -0.13646 -0.70538 -0.44
C 1.20661 -0.49963 0.69238 0.02
C -0.22921 0.39886 0.42060 0.64
O -1.47893 -0.09402 0.38007 -0.69
O 0.07551 1.63087 0.82477 -0.75
H -1.98205 2.90889 -2.59817 0.18
H -0.76067 2.01620 -1.45216 0.24
H -2.36701 1.39903 -1.97357 0.21
H 1.54713 -3.33199 2.23909 0.17
H 0.27103 -3.01872 0.97871 0.18
H 0.45816 -1.88726 2.29278 0.15
H 1.36538 0.73771 -1.11216 0.24
H -2.17211 2.62806 -0.78676 0.23
H 0.46911 -0.97617 -1.33751 0.23
H 1.60553 0.17945 1.46333 0.27
```

## Properties
- Frontier orbital gap: 6.57 eV
- Molecular weight: 116.14 g/mol
- Total charge: -1

=====

Q: Which of them is the least stable? A: run D.